# C4H6N2OS

A single C4H6N2OS molecule (ωB97M-V/def2-TZVPD, the Open Molecules 2025 dataset).

Each line ends with the Mulliken charge.
Cartesian coordinates (Å):
S 0.328 0.283 2.682  0.14
O -2.164 -0.255 -1.789  -0.57
N -1.330 0.620 2.059  -0.07
N -1.555 0.442 0.845  -0.17
C -1.064 -0.310 -1.301  0.64
C -0.668 0.009 0.045  -0.23
C 0.192 -0.639 -2.055  -1.08
C 0.054 1.367 3.863  -0.44
H 0.997 1.231 4.418  0.24
H 0.254 -0.261 0.404  0.25
H -0.016 -1.179 -3.012  0.32
H -1.952 1.209 2.569  0.35
H 0.985 -1.052 -1.348  0.28
H 0.517 0.269 -2.325  0.35

As for the net charge: 0. As for the relative energy (zero: lowest compared OMol25 entry of this formula, charge and spin): 154.68 kcal/mol. Its maximum force is 4.142 eV/A.


# C2H3N3OS

A single C2H3N3OS molecule (ωB97M-V/def2-TZVPD, the Open Molecules 2025 dataset).

Each line ends with the Mulliken charge.
Cartesian coordinates (Å):
S 1.324 -0.987 -1.015  -0.10
O -0.546 0.842 -1.076  -0.11
N 0.376 0.152 -0.225  0.05
N 0.299 -0.692 1.969  -0.64
N -1.617 1.197 -0.317  -0.30
C -0.224 -0.014 1.039  0.57
C -1.468 0.754 0.873  -0.19
H -0.291 -0.660 2.783  0.22
H -2.229 0.931 1.637  0.35
H 2.443 -0.245 -1.048  0.16

As for the net charge: 0. As for the relative energy (zero: lowest compared OMol25 entry of this formula, charge and spin): 74.46 kcal/mol. The SMILES is [H]/N=c1\cnon1S. Its maximum force is 0.855 eV/A.


# C13H17F8N3O6P

2 unconnected molecules or ions with the total composition C13H17F8N3O6P (ωB97M-V/def2-TZVPD, the Open Molecules 2025 dataset).

Each line ends with the Mulliken charge.
Cartesian coordinates (Å):
P -0.392 1.876 -1.979  0.74
F -1.206 2.266 4.480  -0.30
F -3.227 -0.488 5.324  -0.21
F -3.361 2.275 4.396  -0.28
F -2.457 1.048 6.656  -0.26
F -5.427 0.637 4.304  -0.21
F -6.522 -0.744 3.043  -0.27
F -3.871 -1.231 2.780  -0.27
F -4.774 -0.390 0.993  -0.33
O -2.184 0.890 3.081  -0.38
O 1.889 -2.422 0.061  -0.49
O 4.597 -2.134 -4.329  -0.20
O -0.200 3.223 -2.800  -0.45
O 5.720 -0.988 -2.780  -0.46
O -1.556 1.088 -2.788  -0.50
N 3.393 -2.863 -4.379  -0.42
N 1.094 0.926 -2.261  0.18
N -0.768 2.093 -0.511  -0.53
C 3.790 -0.896 -0.403  -0.96
C 3.398 -0.491 -2.877  0.37
C 2.994 -0.333 -1.555  -0.24
C 1.512 0.798 -3.544  -0.29
C -2.289 1.469 4.338  0.77
C -4.392 -0.095 2.270  0.83
C -2.259 0.434 5.470  0.22
C -5.665 0.304 3.025  0.13
C -3.270 0.958 2.153  -0.50
C 2.614 0.102 -3.890  -0.92
C 4.665 -1.225 -3.307  0.41
C 1.835 0.366 -1.305  0.40
C 3.300 -2.297 0.060  -0.56
H 0.935 1.278 -4.332  0.37
H -2.791 0.765 1.193  0.23
H 2.680 -2.378 -4.910  0.31
H 4.854 -0.979 -0.648  0.47
H -0.557 3.129 -3.699  0.36
H 3.072 -3.124 -3.454  0.29
H 3.740 -0.213 0.455  0.45
H 2.931 -0.005 -4.924  0.66
H 1.573 -2.497 -0.847  0.34
H 3.611 -2.411 1.105  0.36
H -1.297 -0.082 5.491  0.23
H -6.163 1.143 2.531  0.28
H 3.806 -3.117 -0.474  0.29
H -1.184 0.249 -3.101  0.37
H 1.534 0.451 -0.264  0.40
H -3.664 1.971 2.072  0.34
H -0.061 1.663 0.081  0.24

As for the net charge: +1. Its maximum force is 3.136 eV/A.


# C27H74O13

A molecular structure, C27H74O13 (ωB97M-V/def2-TZVPD, the Open Molecules 2025 dataset).

Each line ends with the Mulliken charge.
Cartesian coordinates (Å):
O 1.940 -3.467 3.197  -0.67
O -1.580 0.305 -1.028  -0.40
O -5.141 0.102 -0.106  -0.61
O -3.002 -2.728 3.290  -0.66
O -4.519 -2.293 -1.999  -0.62
O -0.223 2.349 1.186  -0.67
O 2.648 4.079 -1.658  -0.43
O 0.835 0.671 0.756  -0.79
O 2.505 0.310 4.738  -0.52
O -0.387 -5.222 -0.167  -0.63
O 1.057 -3.296 -3.370  -0.69
O 2.187 1.991 -2.297  -0.69
O 1.043 2.450 2.729  -0.38
C 1.175 2.230 -3.250  1.00
C 2.282 -3.224 0.962  -0.56
C 3.234 5.204 0.361  -1.88
C -0.295 -0.246 -1.227  -1.55
C 1.700 1.255 2.530  -0.42
C 2.120 -1.652 -2.076  -1.29
C 1.987 2.830 0.231  -1.19
C -3.912 -1.002 -1.934  -0.64
C -0.996 -4.306 -1.013  -0.79
C 1.649 3.016 -4.451  -2.00
C 0.036 2.981 -2.567  0.12
C -1.218 3.399 1.315  0.20
C 0.843 0.551 -0.660  1.56
C 0.787 -1.599 2.090  -1.35
C -2.101 3.262 0.019  -0.70
C 2.353 -4.183 -1.565  -1.36
C -2.054 -1.520 1.506  1.05
C -2.970 -1.429 2.801  -0.63
C -0.370 4.660 1.410  -1.28
C -4.430 -1.012 2.565  -1.36
C 1.226 -3.056 2.034  -0.58
C -0.665 -2.867 -0.613  1.86
C 2.815 1.122 3.599  -1.42
C 2.258 -3.057 -2.615  0.28
C -3.904 -0.380 -0.526  2.92
C 2.192 4.248 -0.328  0.32
C -2.493 -4.636 -0.898  -1.34
H 1.598 -0.876 2.009  0.79
H -0.739 -5.137 0.722  0.40
H -1.026 5.433 1.808  0.54
H -2.578 -0.747 3.555  0.52
H 2.526 -5.147 -2.042  0.53
H 1.553 2.876 1.229  1.91
H -4.420 -0.322 -2.618  0.49
H 0.226 -1.334 2.986  0.59
H -0.198 2.574 -1.584  -0.95
H 3.263 4.787 -1.863  0.42
H -2.871 -1.051 -2.253  0.16
H -2.059 -0.617 0.895  0.57
H -1.662 0.494 -0.090  -1.31
H 1.418 -4.249 -1.008  0.60
H 3.058 -3.235 -3.334  0.58
H 3.071 5.311 1.433  0.27
H -0.579 -4.469 -2.007  0.55
H 2.062 4.018 -4.335  0.30
H -2.581 -5.639 -1.316  0.50
H 0.390 -2.661 -0.433  -1.19
H 0.802 1.292 -3.664  0.34
H 2.381 2.408 -4.982  0.43
H -4.383 -2.544 -2.916  0.36
H -4.836 -1.670 1.797  0.26
H -1.021 -1.547 1.851  -1.12
H -0.329 -1.228 -0.755  -0.13
H 1.097 -4.220 -3.630  0.38
H 2.359 -4.288 0.735  0.67
H 2.712 -2.920 3.362  0.41
H -2.777 4.117 -0.007  0.61
H 3.175 -3.958 -0.884  0.20
H -0.886 3.099 -3.138  0.57
H 2.364 2.786 -1.789  0.26
H 2.157 1.276 1.541  -0.14
H 0.504 1.515 1.072  0.50
H -1.478 3.183 -0.872  0.20
H 3.420 6.237 0.066  0.41
H 1.237 4.769 -0.400  -0.13
H -2.333 -2.341 0.845  0.71
H 0.253 4.049 -2.559  0.39
H 1.891 -2.672 0.107  -0.87
H -2.699 2.357 0.121  -0.12
H 0.389 -3.702 1.769  0.39
H -3.316 0.537 -0.521  -0.76
H 0.840 1.563 -1.065  -1.63
H -0.142 -0.319 -2.304  1.43
H 2.944 2.334 0.395  0.29
H 0.279 2.268 2.000  0.65
H -0.939 -2.156 -1.392  0.41
H -2.944 -4.631 0.094  0.27
H -3.456 -0.972 0.272  -0.84
H 0.780 2.502 3.651  0.67
H -3.136 -4.062 -1.565  0.14
H 2.517 -0.981 -2.837  0.47
H 4.177 4.674 0.227  0.47
H 1.338 2.256 -0.429  0.66
H 1.719 0.039 -1.058  0.54
H -3.582 -3.200 2.687  0.41
H 1.084 -1.359 -1.904  -0.28
H 0.913 3.190 -5.236  0.43
H 3.651 0.661 3.073  0.37
H -5.143 -1.108 3.384  0.39
H 1.729 0.767 5.070  0.34
H -1.177 -2.672 0.330  -0.58
H 0.079 4.912 0.450  0.48
H 0.988 0.431 2.487  1.35
H 2.690 -1.511 -1.158  0.50
H 0.095 -1.369 1.280  -0.60
H -1.852 3.239 2.187  0.62
H -4.392 0.045 2.301  0.29
H 3.298 -2.902 1.190  0.35
H 3.141 2.073 4.019  0.47
H 0.432 4.587 2.145  0.15
H -5.678 -0.691 -0.170  0.46

As for the net charge: 0. As for the relative energy (zero: lowest compared OMol25 entry of this formula, charge and spin): 480.82 kcal/mol. Its maximum force is 13.326 eV/A.


# C3H3F3NO2

A molecular structure, C3H3F3NO2 (ωB97M-V/def2-TZVPD, the Open Molecules 2025 dataset).

Each line ends with the Mulliken charge.
Cartesian coordinates (Å):
F -1.664 0.179 2.893  -0.56
F -2.422 2.431 0.030  -0.15
F 0.401 -1.189 -1.872  -0.64
O 2.158 0.281 -1.397  -0.53
O 2.710 -1.825 -2.170  -0.54
N -2.085 1.536 1.057  -0.15
C 2.154 -0.839 -1.761  0.74
C -0.216 -0.188 0.647  -0.62
C -1.215 0.699 1.081  0.66
H 0.758 0.360 0.459  0.23
H -0.503 -0.405 -0.383  0.30
H -0.077 -1.040 1.416  0.27

As for the net charge: -1. As for the relative energy (zero: lowest compared OMol25 entry of this formula, charge and spin): 95.25 kcal/mol. Its maximum force is 3.691 eV/A.


# C5H6O2

A single C5H6O2 molecule (ωB97M-V/def2-TZVPD, the Open Molecules 2025 dataset).

Each line ends with the Mulliken charge.
Cartesian coordinates (Å):
O 1.434 -0.649 0.955  -0.53
O 0.277 -0.758 -1.958  -0.40
C 0.493 0.377 -1.602  -0.11
C -1.118 -0.381 -0.234  -0.96
C 0.681 0.526 1.012  -0.62
C -0.145 0.759 -0.287  0.22
C -1.779 -1.342 0.077  0.17
H 1.032 1.051 -2.277  0.40
H -0.076 0.491 1.813  0.28
H 1.372 1.342 1.238  0.41
H -2.478 -1.846 0.694  0.43
H -0.502 1.811 -0.265  0.37
H 0.809 -1.381 0.834  0.35

As for the net charge: 0. As for the relative energy (zero: lowest compared OMol25 entry of this formula, charge and spin): 81.78 kcal/mol. The SMILES is C#C[C@H](C=O)CO. Its maximum force is 1.881 eV/A.


Number 1: LUMO -0.858 eV, HOMO level -9.17 eV. Number 2: LUMO 0.348 eV, HOMO level -9.24 eV. Number 3: LUMO -5.779 eV, HOMO level -13.39 eV. Number 4: LUMO -0.207 eV, HOMO level -8.48 eV. Number 5: LUMO 2.188 eV, HOMO level -6.33 eV. Number 6: LUMO 0.681 eV, HOMO level -9.75 eV.